{
  "formula": "C8H36N17O8",
  "method": "the ωB97M-V functional and the def2-TZVPD basis",
  "symbols": ["H", "C", "N", "C", "H", "H", "N", "O", "H", "C", "H", "O", "H", "H", "H", "H", "H", "H", "H", "N", "H", "C", "H", "N", "H", "H", "H", "N", "H", "O", "N", "N", "C", "H", "O", "C", "H", "H", "H", "N", "O", "N", "H", "H", "C", "H", "N", "N", "O", "H", "H", "H", "N", "N", "H", "C", "H", "N", "H", "O", "H", "H", "N", "H", "O", "H", "N", "H", "N"],
  "coordinates": [[-5.989, -12.917, 5.999], [-0.284, -7.442, 4.650], [-0.198, -6.186, 4.312], [-4.276, -8.140, 3.999], [1.560, -8.726, 8.994], [-5.688, -7.253, 4.872], [-2.734, -8.943, 1.194], [1.087, -13.097, 4.646], [-0.706, -9.103, -0.096], [-1.667, -13.871, 8.869], [-4.575, -8.098, 6.043], [0.308, -8.389, 4.231], [1.856, -12.333, 6.902], [1.901, -9.349, 7.412], [-0.838, -5.561, 4.782], [-4.714, -14.092, 6.136], [2.307, -13.407, 2.511], [0.278, -10.145, 4.468], [-2.662, -9.151, 3.504], [1.289, -15.063, 5.713], [2.918, -9.903, 0.966], [0.164, -9.869, 8.349], [-3.497, -8.922, 1.855], [-4.887, -7.813, 5.126], [-5.921, -11.372, 5.268], [-4.314, -10.592, 4.726], [1.645, -15.410, 6.592], [-5.010, -13.126, 6.137], [-3.112, -14.954, 7.838], [-0.998, -13.643, 9.908], [-2.533, -14.843, 8.658], [1.791, -13.320, 6.700], [-4.226, -12.190, 5.652], [0.405, -5.922, 3.546], [-3.001, -12.308, 5.474], [2.310, -11.547, 1.884], [-2.851, -8.866, 5.195], [-0.007, -11.792, 4.788], [-1.001, -12.235, 8.066], [-0.873, -7.560, 5.743], [-0.438, -10.405, 7.444], [-4.935, -11.318, 5.055], [-2.065, -13.094, 6.987], [0.824, -15.637, 5.024], [1.378, -13.751, 5.620], [-1.211, -6.686, 6.119], [2.904, -12.652, 2.206], [-0.746, -9.702, 0.715], [1.167, -11.326, 2.284], [3.941, -11.451, 1.080], [-1.013, -10.928, 3.824], [-1.321, -9.618, 9.475], [-3.251, -8.852, 4.268], [-0.401, -10.876, 4.626], [-2.824, -15.466, 9.398], [-1.727, -9.686, 1.543], [0.254, -9.063, 10.176], [3.156, -10.841, 1.256], [-2.664, -8.578, 0.255], [-4.608, -7.934, 2.814], [2.314, -13.938, 7.304], [3.867, -12.485, 2.459], [1.360, -9.393, 8.263], [-0.931, -10.776, 5.479], [-1.786, -10.364, 2.556], [-0.010, -10.355, 0.942], [-0.318, -9.496, 9.465], [-0.547, -8.262, 6.391], [-1.580, -13.040, 7.871]],
  "mulliken_charge": [0.126, 0.663, -0.465, 1.023, 0.132, 0.269, -0.299, -0.812, 0.153, 0.656, 0.176, -0.697, 0.129, 0.248, 0.144, 0.244, 0.191, 0.398, -0.385, -0.460, 0.249, 0.799, 0.172, -0.417, 0.215, 0.102, 0.115, -0.358, 0.114, -0.745, -0.330, -0.270, 0.678, 0.262, -0.735, 0.609, -0.009, 0.162, -0.055, -0.233, -0.734, -0.310, 0.080, 0.221, 0.735, 0.158, -0.479, -0.340, -0.543, 0.183, 0.386, 0.247, 0.382, 0.419, 0.244, 0.411, 0.149, -0.376, 0.141, -0.788, 0.180, 0.196, -0.419, 0.146, -0.941, 0.247, -0.491, 0.000, 0.138],
  "molar_mass_g_mol": 498.49,
  "total_charge": 1,
  "de_lowest_kj_mol": 565.2,
  "max_force_ev_per_a": 9.69,
  "orbital_gap_ev": 8.9
}